# 1
{"formula": "C5H11NS", "method": "ωB97M-V/def2-TZVPD", "species": ["C", "N", "C", "C", "S", "C", "C", "H", "H", "H", "H", "H", "H", "H", "H", "H", "H", "H"], "xyz": [[-2.511, -0.918, -0.070], [-1.685, 0.252, -0.625], [-0.959, 1.127, 0.326], [0.308, 0.238, 0.681], [0.639, -1.464, 0.183], [1.323, 0.069, -0.425], [2.750, 0.097, -0.214], [-1.941, -1.789, 0.235], [-3.339, -1.226, -0.734], [-3.025, -0.397, 0.862], [-0.890, -0.313, -1.096], [-1.374, 1.363, 1.304], [-0.592, 2.029, -0.288], [0.787, 0.376, 1.712], [0.957, 0.362, -1.416], [2.987, 1.081, -0.157], [3.220, -0.301, 0.697], [3.345, -0.585, -0.975]], "forces_ev_per_angstrom": [[-1.21, 3.38, 2.05], [-0.07, -2.15, -1.11], [2.05, -2.35, -1.10], [2.03, 1.73, 1.52], [-1.24, -0.85, -0.17], [-1.56, -1.22, 0.58], [2.91, -3.07, -0.77], [0.15, 0.05, 0.12], [0.65, 0.39, -0.02], [0.79, -1.58, -1.58], [-1.80, 1.47, 0.45], [-0.86, 0.21, -0.53], [-0.67, -1.12, 1.33], [-0.74, 0.16, -1.53], [0.26, 0.01, 0.29], [1.73, 3.13, -0.72], [-1.22, -0.17, 0.34], [-1.20, 1.97, 0.83]], "charge": 0, "smiles": "CNC[C@H]1S[C@@H]1C", "homo_lumo_gap_ev": 9.65, "largest_force_ha_per_bohr": 0.0836, "homo_energy_ev": -8.746, "multiplicity": 1}

# 2
{"formula": "C5H15N2", "method": "ωB97M-V/def2-TZVPD", "species": ["C", "C", "N", "C", "C", "C", "N", "H", "H", "H", "H", "H", "H", "H", "H", "H", "H", "H", "H", "H", "H", "H"], "xyz": [[-1.163, -0.659, 2.532], [-0.804, -0.281, 1.104], [-1.583, 1.181, 0.814], [0.632, 0.088, 0.822], [0.849, 0.553, -0.681], [0.683, -0.600, -1.745], [1.517, -0.414, -2.968], [-0.399, -0.296, 3.285], [-2.058, -0.172, 2.951], [-1.070, -1.815, 2.669], [-1.193, -0.705, 0.231], [-0.973, 1.873, 1.256], [-1.732, 1.285, -0.275], [-2.481, 1.099, 1.259], [1.266, 0.546, 1.573], [1.101, -0.984, 0.950], [0.241, 1.450, -1.001], [1.910, 1.156, -0.786], [-0.403, -0.877, -2.044], [0.817, -1.521, -1.245], [2.071, -1.258, -3.259], [2.186, 0.237, -2.685]], "forces_ev_per_angstrom": [[1.51, -1.63, 1.30], [0.16, 4.36, 0.95], [0.40, -1.37, -1.93], [1.44, -3.42, -1.56], [1.72, 1.75, -0.52], [-1.24, -0.08, -0.73], [-0.88, -1.70, 0.43], [-0.33, -0.17, -1.22], [-0.23, -0.90, -0.59], [-0.87, 2.08, -0.27], [-0.67, -2.02, -0.58], [-0.55, 0.33, -0.48], [0.64, 0.22, 2.92], [-0.52, 0.43, 0.23], [-0.72, 1.01, 0.25], [-0.48, 1.60, -0.74], [0.01, -0.95, 0.62], [-2.14, -2.18, 0.35], [1.10, 1.56, 0.14], [1.31, -1.14, 0.78], [-1.11, 0.93, 0.60], [1.46, 1.30, 0.04]], "charge": 1, "smiles": "C[C@@H]([NH3+])CCCN", "homo_lumo_gap_ev": 9.02, "largest_force_ha_per_bohr": 0.0869, "homo_energy_ev": -12.503, "multiplicity": 1}

What is the formula in the second record? C5H15N2

What did the first record say?
{"formula": "C5H11NS", "method": "ωB97M-V/def2-TZVPD", "species": ["C", "N", "C", "C", "S", "C", "C", "H", "H", "H", "H", "H", "H", "H", "H", "H", "H", "H"], "xyz": [[-2.511, -0.918, -0.070], [-1.685, 0.252, -0.625], [-0.959, 1.127, 0.326], [0.308, 0.238, 0.681], [0.639, -1.464, 0.183], [1.323, 0.069, -0.425], [2.750, 0.097, -0.214], [-1.941, -1.789, 0.235], [-3.339, -1.226, -0.734], [-3.025, -0.397, 0.862], [-0.890, -0.313, -1.096], [-1.374, 1.363, 1.304], [-0.592, 2.029, -0.288], [0.787, 0.376, 1.712], [0.957, 0.362, -1.416], [2.987, 1.081, -0.157], [3.220, -0.301, 0.697], [3.345, -0.585, -0.975]], "forces_ev_per_angstrom": [[-1.21, 3.38, 2.05], [-0.07, -2.15, -1.11], [2.05, -2.35, -1.10], [2.03, 1.73, 1.52], [-1.24, -0.85, -0.17], [-1.56, -1.22, 0.58], [2.91, -3.07, -0.77], [0.15, 0.05, 0.12], [0.65, 0.39, -0.02], [0.79, -1.58, -1.58], [-1.80, 1.47, 0.45], [-0.86, 0.21, -0.53], [-0.67, -1.12, 1.33], [-0.74, 0.16, -1.53], [0.26, 0.01, 0.29], [1.73, 3.13, -0.72], [-1.22, -0.17, 0.34], [-1.20, 1.97, 0.83]], "charge": 0, "smiles": "CNC[C@H]1S[C@@H]1C", "homo_lumo_gap_ev": 9.65, "largest_force_ha_per_bohr": 0.0836, "homo_energy_ev": -8.746, "multiplicity": 1}

What is the formula in the first record? C5H11NS

Which formula does entry 1 have? C5H11NS